1.
C18H27ClN2ORe | the ωB97M-V functional and the def2-TZVPD basis

Values from the calculation:
- multiplicity = 4
- gap between HOMO and LUMO (alpha / beta) (eV) = 1.97 / 4.75
- LUMO level (alpha / beta) (eV) = 4.78 / 4.77
- total charge = -2
- relative energy (zero: lowest compared OMol25 entry of this formula, charge and spin) (kcal/mol) = 33.3

Atoms and positions in Å:
Re 0.739 0.036 -3.615
Cl 2.178 1.892 -3.535
C -1.279 -0.696 -2.534
C -2.471 -0.332 -3.164
C -3.729 -0.888 -2.805
C -3.863 -1.750 -1.718
C -2.689 -1.995 -0.976
C -1.448 -1.391 -1.329
H -2.394 0.300 -4.046
H -4.657 -0.668 -3.349
H -2.786 -2.689 -0.118
H -0.673 -1.510 -0.573
C -5.219 -2.319 -1.333
H -5.321 -2.437 -0.254
H -5.397 -3.300 -1.773
H -6.028 -1.668 -1.665
C 2.032 -0.119 -7.718
N 2.032 -0.303 -6.372
H 1.025 1.323 -8.953
N 0.767 1.395 -6.769
H 2.510 -0.793 -8.405
C 2.788 -1.340 -5.705
C 3.460 -2.203 -6.761
C 3.910 -0.790 -4.872
H 4.227 -1.618 -7.309
H 3.981 -3.010 -6.212
H 2.741 -2.670 -7.466
H 2.291 -2.962 -4.404
H 0.961 -2.511 -5.542
H 3.599 -0.104 -4.088
C 1.798 -2.157 -4.937
H 4.606 -0.246 -5.513
H 4.449 -1.627 -4.412
H 1.287 -1.615 -4.163
C 1.269 0.966 -7.963
C 0.535 3.829 -6.243
H 1.433 4.098 -6.791
H -0.167 4.659 -6.295
C -0.127 2.580 -6.787
H -2.076 2.937 -6.007
C -0.559 2.936 -8.216
H -1.061 2.133 -8.768
H 0.787 3.695 -5.195
H -0.974 2.100 -4.907
H 0.252 3.344 -8.838
H -1.293 3.744 -8.131
C -1.301 2.176 -5.950
H -1.716 1.211 -6.266
C 1.154 0.526 -5.728
O 1.244 -1.024 -2.357


2.
C23H17FN4O6Pd | the ωB97M-V functional and the def2-TZVPD basis

Values from the calculation:
- multiplicity = 3
- gap between HOMO and LUMO (alpha / beta) (eV) = 6.66 / 6.26
- LUMO level (alpha / beta) (eV) = -0.12 / -2.35
- relative energy (zero: lowest compared OMol25 entry of this formula, charge and spin) (kcal/mol) = 0.1

Atoms and positions in Å:
Pd -1.166 0.674 -0.169
C -2.471 -2.838 -0.460
O -1.551 -1.857 -0.925
C -0.355 -2.250 -1.384
C -0.051 -3.571 -1.682
C 1.189 -3.904 -2.208
C 2.147 -2.921 -2.442
C 1.872 -1.609 -2.137
C 0.624 -1.234 -1.590
N 0.346 0.062 -1.265
N 1.354 0.942 -1.540
C 1.023 2.187 -1.817
C -0.319 2.734 -1.875
O -1.372 2.044 -1.590
C -0.505 4.097 -2.263
C 0.536 4.909 -2.545
C 1.894 4.433 -2.446
C 2.974 5.289 -2.698
C 4.271 4.837 -2.595
C 4.516 3.509 -2.240
C 3.465 2.651 -1.994
C 2.140 3.099 -2.087
H -1.993 -3.488 0.274
H -2.860 -3.429 -1.292
H -3.278 -2.291 0.017
H -0.791 -4.340 -1.516
H 1.403 -4.939 -2.438
H 3.111 -3.186 -2.851
H 2.609 -0.837 -2.285
H -1.528 4.445 -2.308
H 0.369 5.939 -2.834
H 2.773 6.317 -2.972
H 5.096 5.510 -2.789
H 5.533 3.149 -2.160
H 3.648 1.622 -1.723
F 0.275 -2.208 6.128
C -0.769 -2.248 5.298
C -1.329 -1.134 4.828
N -2.419 -1.163 3.980
C -2.880 0.049 3.334
C -2.226 0.262 1.989
O -2.669 1.156 1.219
O -1.218 -0.429 1.656
C -2.913 -2.353 3.489
O -3.797 -2.405 2.659
N -2.342 -3.484 4.037
C -1.268 -3.568 4.922
O -0.833 -4.628 5.300
H -0.951 -0.159 5.098
H -2.634 0.897 3.974
H -3.959 0.023 3.204
H -2.722 -4.362 3.714


3.
C33H40MgN4P2Se | the ωB97M-V functional and the def2-TZVPD basis

Values from the calculation:
- gap between HOMO and LUMO (alpha / beta) (eV) = 4.07 / 4.07
- LUMO level (alpha / beta) (eV) = -2.43 / -2.43

Atoms and positions in Å:
Mg -0.173 -3.164 -0.823
C -1.147 2.368 -0.849
C -1.590 1.609 -1.848
C -1.012 1.406 -3.220
C 0.183 0.460 -3.431
C 1.477 0.864 -2.775
C 1.712 1.931 -2.004
C 0.980 3.241 -2.011
C -0.084 3.418 -0.917
C 1.312 -2.207 0.271
H -1.580 2.215 0.150
H -2.424 0.929 -1.614
H -0.821 2.356 -3.723
H -1.846 0.932 -3.761
H -0.130 -0.555 -3.133
H 0.400 0.380 -4.509
H 2.317 0.167 -2.966
H 2.591 1.925 -1.345
H 0.552 3.455 -2.995
H 1.760 3.999 -1.815
H 0.413 3.393 0.066
H -0.512 4.437 -1.018
H 0.906 -1.533 1.058
H 1.889 -1.591 -0.451
H 2.025 -2.853 0.833
P 1.375 -1.251 -7.773
P -1.896 -0.781 -7.508
N 2.784 -0.191 -7.863
N 2.074 -2.463 -8.871
N -2.107 0.984 -7.531
N -3.536 -1.105 -8.098
C 0.416 -0.364 -9.086
C -1.038 -0.845 -9.168
C 3.431 0.383 -6.758
C 4.431 1.235 -7.222
C 4.395 1.197 -8.657
C 3.362 0.341 -9.021
C 2.282 -3.787 -8.467
C 2.733 -4.522 -9.558
C 2.808 -3.627 -10.678
C 2.378 -2.384 -10.235
C -1.847 1.730 -6.381
C -1.898 3.082 -6.680
C -2.180 3.186 -8.082
C -2.252 1.892 -8.581
C -4.347 -0.383 -8.985
C -5.450 -1.150 -9.334
C -5.318 -2.410 -8.659
C -4.136 -2.371 -7.931
H 0.833 -0.467 -10.096
H 0.466 0.697 -8.802
H -1.585 -0.246 -9.915
H -1.113 -1.904 -9.471
H 3.099 0.145 -5.756
H 5.101 1.831 -6.621
H 5.033 1.729 -9.345
H 2.981 0.122 -10.000
H 2.062 -4.072 -7.446
H 2.968 -5.571 -9.566
H 3.127 -3.855 -11.684
H 2.225 -1.488 -10.816
H -1.590 1.205 -5.475
H -1.741 3.898 -5.984
H -2.307 4.095 -8.653
H -2.363 1.565 -9.602
H -4.091 0.612 -9.302
H -6.245 -0.842 -9.996
H -6.010 -3.241 -8.719
H -3.653 -3.113 -7.310
Se -1.612 -1.500 1.083
C -1.069 -0.744 2.710
C -1.288 0.639 2.985
C -0.776 1.246 4.128
C -0.082 0.497 5.095
C 0.075 -0.880 4.878
C -0.433 -1.494 3.739
H -1.857 1.219 2.253
H -0.908 2.321 4.277
H 0.332 0.981 5.977
H 0.610 -1.481 5.618
H -0.341 -2.573 3.599